9
Properties=species:S:1:pos:R:3:forces:R:3:lowdin_charge:R:1 method="wB97M-V/def2-TZVPD" charge=0 energy_ev=-10211.088 lumo_ha="-0.05286 / -0.08741" molar_mass_da=98.06 homo_lumo_gap_ev="7.98 / 7.17" e_above_lowest_kcal_mol=163.76
N -2.166023 -1.220100 0.203143 1.01 0.53 -0.05 0.188
C -1.227270 -0.428100 0.204772 -0.33 -0.54 -0.16 -0.112
O 0.783036 -0.504736 -0.648334 -0.99 -0.64 0.59 0.003
C 1.330372 0.604914 -0.073929 0.18 -0.62 -0.22 -0.602
O 1.957136 0.767577 -1.194520 0.56 0.83 -0.18 0.120
C -0.821544 0.869669 0.432788 0.61 0.67 -0.03 -0.030
N 0.159211 1.580415 0.328352 -0.84 -0.23 0.13 0.179
H -1.917125 -2.158048 -0.110101 -0.09 -0.02 0.00 0.099
H 1.902204 0.488405 0.857832 -0.12 0.01 -0.09 0.155

121
Properties=species:S:1:pos:R:3:forces:R:3:lowdin_charge:R:1 method="wB97M-V/def2-TZVPD" charge=-2 energy_ev=-140927.673 lumo_ha=0.13177 molar_mass_da=975.07 homo_lumo_gap_ev=3.55 e_above_lowest_kcal_mol=33.26
Sc -0.713841 -1.135767 -0.234197 0.39 -0.87 -0.36 0.956
C 3.722740 0.624443 0.616428 0.04 0.04 0.05 -0.017
C 3.366318 0.840524 2.066086 -0.05 0.14 -0.03 -0.436
C 4.487502 1.440523 2.887071 0.05 -0.02 0.02 -0.046
O 3.037153 -0.435064 2.689059 0.01 -0.04 -0.14 -0.179
P 1.507936 -0.816779 2.894556 -0.26 -0.02 0.30 0.504
O 0.666864 -0.969579 1.708277 0.16 0.45 -0.22 -0.260
C 0.938747 0.417040 4.115358 -0.19 -0.16 -0.21 -0.191
P -0.696684 1.095035 3.734641 0.05 -0.22 0.04 0.442
O -0.667519 1.831691 2.476037 0.13 0.18 -0.13 -0.222
O -1.086671 1.971987 5.023041 0.00 0.14 0.07 -0.190
C -0.572615 3.293975 5.294928 -0.01 0.02 -0.06 -0.454
C -1.242008 3.718720 6.585641 -0.03 0.01 0.08 -0.061
C -0.825778 4.288740 4.174854 -0.08 -0.07 -0.10 -0.053
O -1.597953 -0.163854 3.932749 -0.09 0.08 -0.03 -0.168
C -3.050393 -0.236186 3.700070 0.00 0.21 -0.10 -0.387
C -3.540553 0.855968 2.765086 0.14 -0.12 0.05 -0.038
C -3.719359 -0.212309 5.059673 0.06 -0.05 0.07 -0.052
O 1.607945 -2.190427 3.666820 0.11 -0.04 0.05 -0.160
C 2.293181 -2.338938 4.923105 -0.03 -0.02 -0.01 -0.468
C 1.267283 -2.806067 5.935647 -0.02 -0.05 0.02 -0.035
C 3.438876 -3.310247 4.728119 -0.03 -0.07 -0.07 -0.041
H 3.899005 1.590817 0.136936 -0.01 -0.02 0.00 0.098
H 2.905028 0.123416 0.095512 0.00 0.07 0.02 0.071
H 4.623771 0.012369 0.531556 -0.09 0.11 0.05 0.077
H 2.489610 1.494626 2.108745 -0.10 -0.03 0.04 0.134
H 5.355762 0.777887 2.852817 0.00 0.03 0.02 0.084
H 4.190915 1.571682 3.931184 0.01 0.00 -0.05 0.073
H 4.769752 2.411780 2.475874 0.00 -0.03 0.02 0.084
H 1.614258 1.272570 4.095545 0.09 -0.01 0.08 0.066
H 0.952707 -0.030978 5.108381 0.00 0.04 0.03 0.067
H 0.506450 3.202051 5.474330 0.03 -0.03 -0.05 0.132
H -2.315856 3.833376 6.418346 0.05 -0.01 0.03 0.086
H -0.834746 4.675711 6.919175 -0.03 -0.02 0.00 0.077
H -1.087062 2.972337 7.367775 -0.01 0.04 -0.03 0.076
H -1.891245 4.335991 3.934265 0.04 0.01 0.03 0.097
H -0.312915 4.017329 3.255317 -0.02 0.00 0.02 0.057
H -0.496949 5.282595 4.489512 -0.01 -0.03 0.03 0.082
H -3.171491 -1.202044 3.223827 0.06 -0.22 -0.04 0.126
H -3.356812 1.852538 3.175880 -0.06 0.00 0.01 0.080
H -4.615738 0.735221 2.620439 -0.01 -0.02 -0.01 0.092
H -3.047265 0.788960 1.794099 -0.04 0.06 -0.03 0.057
H -3.595439 0.766113 5.531869 -0.03 -0.03 -0.03 0.072
H -3.283755 -0.975067 5.709743 -0.04 0.02 -0.04 0.078
H -4.785670 -0.422186 4.945765 0.04 0.03 0.00 0.080
H 2.707342 -1.375254 5.231309 0.00 0.09 -0.05 0.126
H 0.873444 -3.779544 5.635079 -0.01 0.06 0.01 0.094
H 0.426848 -2.109742 5.984692 0.06 -0.06 0.01 0.079
H 1.723602 -2.892603 6.924836 -0.02 -0.01 -0.01 0.081
H 3.047053 -4.301496 4.485401 0.03 0.04 0.00 0.090
H 4.031824 -3.377753 5.643164 0.00 -0.03 -0.02 0.081
H 4.076019 -2.978873 3.906749 -0.01 0.03 0.07 0.067
C -0.858327 -4.556270 0.930294 0.03 0.09 -0.05 -0.018
C -1.564335 -3.494229 1.764268 -0.16 0.26 0.24 -0.682
O -2.042790 -3.850172 2.845559 -0.04 0.10 -0.01 -0.023
O -1.641204 -2.299097 1.294583 0.14 -0.08 -0.19 -0.146
H -1.619441 -5.219483 0.516897 0.00 -0.04 0.02 0.071
H -0.206222 -5.145024 1.576639 -0.01 0.01 0.00 0.070
H -0.303970 -4.136291 0.097468 0.08 0.04 -0.12 0.038
C -1.842292 0.719676 -0.584004 0.01 -0.28 -0.02 -0.094
C -2.625657 1.669818 -0.672342 0.21 0.04 0.08 -0.227
C -3.433302 2.836621 -0.691390 -0.33 -0.09 -0.06 -0.218
C -4.747190 2.758272 -1.307544 0.25 0.06 0.12 -0.186
C -5.385375 1.507056 -1.497726 -0.04 -0.03 -0.07 -0.049
C -6.607630 1.389803 -2.137362 0.10 0.03 0.05 -0.130
C -7.280413 2.510505 -2.625172 0.06 0.00 0.01 -0.163
C -6.672032 3.752386 -2.461347 0.08 -0.06 0.06 -0.142
C -5.445053 3.877480 -1.825971 -0.12 0.00 -0.03 -0.073
C -2.880702 4.031445 -0.106529 0.06 0.15 0.03 -0.184
C -3.655406 5.133764 0.348155 0.09 -0.06 -0.03 -0.075
C -3.076159 6.272605 0.886486 0.08 -0.05 0.01 -0.145
C -1.693427 6.391067 1.024236 -0.14 -0.09 -0.01 -0.167
C -0.913567 5.300139 0.634537 -0.07 -0.07 -0.03 -0.143
C -1.480627 4.155448 0.104919 0.04 0.08 0.02 -0.048
H -4.877262 0.623841 -1.129277 0.00 -0.03 -0.03 0.091
H -7.046046 0.403436 -2.260429 0.02 0.02 0.02 0.085
H -8.233993 2.415822 -3.132709 0.01 0.00 0.03 0.069
H -7.157618 4.641874 -2.852341 0.02 0.02 0.00 0.080
H -4.990747 4.857326 -1.759275 -0.02 -0.02 -0.04 0.087
H -4.734386 5.064761 0.303137 0.01 0.05 0.01 0.088
H -3.717793 7.082666 1.221748 -0.03 -0.01 -0.01 0.079
H -1.245348 7.286395 1.438803 0.01 0.01 0.00 0.067
H 0.165875 5.348422 0.749921 0.00 -0.04 0.00 0.086
H -0.856344 3.312056 -0.165343 0.00 0.04 0.04 0.091
O 1.243573 -1.094100 -1.075278 -0.60 -0.27 0.59 -0.273
C 2.230578 -1.693025 -1.787656 0.00 0.23 -0.34 -0.593
C 1.704295 -2.761441 -2.787201 0.23 0.05 0.10 -0.445
C 0.981251 -2.497937 -3.909258 -0.15 0.03 -0.05 -0.136
C 0.678023 -3.656124 -4.675799 -0.05 0.13 -0.03 -0.195
C 1.190819 -4.791339 -4.127948 0.02 -0.05 0.04 -0.436
S 2.033679 -4.449565 -2.679663 0.04 0.04 0.10 1.015
C 2.867461 -0.598733 -2.677210 0.13 -0.24 -0.13 -0.451
C 2.346618 0.644033 -2.833333 -0.05 0.28 0.02 -0.109
C 3.010805 1.418044 -3.835241 -0.07 0.03 0.14 -0.184
C 4.021358 0.738760 -4.434558 0.07 -0.07 -0.06 -0.439
S 4.168624 -0.845400 -3.791490 0.00 -0.09 0.01 1.022
C 3.288600 -2.307289 -0.850085 0.01 0.00 0.00 -0.461
C 4.634852 -2.098963 -0.750526 0.10 -0.37 -0.11 -0.174
C 5.247931 -2.842983 0.301322 0.00 0.12 -0.12 -0.194
C 4.346883 -3.588177 0.997446 0.01 -0.03 0.02 -0.421
S 2.767100 -3.378870 0.391256 -0.24 0.02 0.02 1.062
H 0.656273 -1.496237 -4.163180 0.03 -0.05 0.02 0.133
H 0.098169 -3.636721 -5.590936 0.02 -0.02 0.08 0.098
H 1.104828 -5.808998 -4.480833 -0.01 0.08 0.01 0.052
H 1.490205 0.969002 -2.255961 0.04 -0.01 -0.04 0.122
H 2.740701 2.435079 -4.088025 -0.02 -0.05 0.01 0.096
H 4.690572 1.071488 -5.215177 -0.05 0.01 0.06 0.049
H 5.185091 -1.440771 -1.405751 -0.03 0.01 0.01 0.073
H 6.306724 -2.809771 0.525361 -0.03 -0.01 0.00 0.091
H 4.525709 -4.247407 1.834649 0.00 0.06 -0.05 0.054
C -3.463931 -2.011576 -2.533754 -0.07 0.02 0.01 -0.063
C -2.191082 -2.854060 -2.544869 -0.16 0.10 0.14 -0.560
C -2.514973 -4.332291 -2.360435 0.03 -0.09 0.04 -0.065
O -1.297797 -2.424667 -1.580092 0.05 0.40 0.21 -0.300
H -4.108531 -2.256291 -3.387011 0.00 0.00 0.07 0.070
H -3.208798 -0.950841 -2.573583 -0.02 -0.02 0.00 0.062
H -4.021050 -2.185538 -1.605594 0.04 0.02 -0.06 0.083
H -1.746309 -2.753143 -3.544049 0.17 0.08 -0.14 0.109
H -1.593039 -4.921040 -2.353678 -0.04 0.03 0.00 0.066
H -3.156777 -4.690796 -3.172608 -0.01 -0.02 0.03 0.068
H -3.031601 -4.480838 -1.407065 0.02 -0.01 -0.04 0.073

16
Properties=species:S:1:pos:R:3:forces:R:3:lowdin_charge:R:1 method="wB97M-V/def2-TZVPD" charge=0 energy_ev=-7391.827 smiles="CCC=O.C=C" lumo_ha=0.03760 molar_mass_da=86.13 homo_lumo_gap_ev=10.46 e_above_lowest_kcal_mol=67.77
C -0.416134 1.833364 1.147704 0.83 0.79 -0.13 -0.062
C 0.231371 0.912080 -0.046923 -0.63 1.05 1.28 -0.156
C -0.924989 0.070995 0.223846 -0.30 -1.00 -0.29 -0.441
O -0.970620 -0.786123 1.079013 -0.50 0.17 -0.06 -0.006
H -1.496459 1.805353 1.422684 0.69 -0.31 -0.84 0.096
H -0.207033 2.836681 0.832601 0.23 0.77 0.47 0.064
H 0.097492 1.506516 2.052038 0.08 0.37 -0.08 0.088
H 0.303567 1.412835 -1.026827 -0.42 -0.16 0.58 0.120
H 1.212379 0.564358 0.286693 -0.51 -0.02 0.03 0.108
H -1.814710 0.441835 -0.324517 -0.19 -0.44 -0.01 0.141
C 0.972693 -1.364159 -1.374003 0.20 -0.77 -0.25 -0.118
C 0.362178 -2.171533 -0.514815 0.39 -0.39 -0.50 -0.094
H 1.986369 -1.011200 -1.203158 -0.14 -0.03 -0.02 0.057
H 0.497580 -1.043231 -2.298293 0.06 -0.08 0.10 0.062
H 0.812664 -2.469296 0.427788 0.02 0.01 -0.23 0.071
H -0.646346 -2.538474 -0.683832 0.21 0.03 -0.05 0.068